[1]
Below is 5 unconnected molecules or ions with the total composition C26H55FO9PS4, with properties calculated with the ωB97M-V functional and the def2-TZVPD basis.

Geometry (Å):
C: -0.39 -4.61 0.23
C: -0.43 -3.99 -1.17
C: 0.90 -4.06 -1.95
C: 1.75 -2.79 -1.83
P: 2.49 -2.55 -0.21
C: 3.27 -4.04 0.35
C: 4.06 -3.98 1.67
C: 3.52 -3.04 2.72
F: 4.01 -5.28 2.17
O: 3.59 -1.43 -0.26
C: 3.17 -0.01 -0.31
C: 3.03 0.53 1.09
C: 4.37 0.70 1.82
H: -1.40 -4.72 0.61
H: 0.17 -4.00 0.95
H: 0.05 -5.61 0.21
H: -0.74 -2.95 -1.09
H: -1.20 -4.50 -1.75
H: 0.70 -4.21 -3.01
H: 1.48 -4.93 -1.63
H: 2.59 -2.77 -2.53
H: 1.13 -1.91 -2.03
H: 1.49 -2.14 0.67
H: 3.89 -4.39 -0.48
H: 2.46 -4.78 0.48
H: 5.11 -3.78 1.46
H: 3.86 -2.02 2.55
H: 3.91 -3.36 3.69
H: 2.43 -3.05 2.78
H: 2.22 0.03 -0.86
H: 3.93 0.50 -0.90
H: 2.54 1.50 1.01
H: 2.34 -0.10 1.66
H: 5.14 0.02 1.44
H: 4.26 0.51 2.89
H: 4.75 1.71 1.72
C: -2.85 -8.84 2.81
C: -3.71 -7.83 3.59
C: -3.95 -6.64 2.66
S: -3.92 -7.29 0.98
O: -2.80 -6.71 0.28
O: -5.23 -7.23 0.39
C: -3.51 -8.97 1.44
H: -2.80 -9.80 3.31
H: -1.83 -8.46 2.70
H: -4.66 -8.29 3.86
H: -3.22 -7.52 4.51
H: -4.92 -6.15 2.81
H: -3.16 -5.89 2.72
H: -2.87 -9.39 0.66
H: -4.45 -9.53 1.49
C: -1.54 3.82 3.42
C: -1.60 3.51 1.92
C: -0.27 2.85 1.54
S: 0.30 2.01 3.02
O: 1.55 2.60 3.46
O: 0.25 0.57 2.83
C: -1.02 2.55 4.09
H: -2.51 4.10 3.81
H: -0.85 4.64 3.61
H: -2.42 2.82 1.71
H: -1.76 4.40 1.31
H: -0.37 2.12 0.75
H: 0.50 3.58 1.28
H: -0.62 2.69 5.09
H: -1.77 1.76 4.10
C: -0.22 2.64 -4.18
C: -0.77 1.21 -4.24
C: -1.56 0.97 -2.95
S: -2.17 2.59 -2.44
O: -1.55 2.93 -1.18
O: -3.60 2.64 -2.55
C: -1.38 3.52 -3.74
H: 0.18 2.96 -5.14
H: 0.59 2.70 -3.45
H: -1.44 1.11 -5.10
H: 0.02 0.47 -4.36
H: -2.42 0.32 -3.06
H: -0.93 0.61 -2.13
H: -1.09 4.49 -3.35
H: -2.12 3.65 -4.54
C: 0.64 9.50 -1.54
C: -0.19 10.01 -2.73
C: -0.29 8.85 -3.73
S: -0.19 7.34 -2.76
O: 1.00 6.62 -3.12
O: -1.45 6.64 -2.78
C: 0.06 8.14 -1.18
H: 0.59 10.19 -0.69
H: 1.69 9.40 -1.82
H: -1.19 10.29 -2.39
H: 0.26 10.88 -3.19
H: -1.22 8.83 -4.29
H: 0.55 8.83 -4.42
H: 0.71 7.50 -0.58
H: -0.92 8.22 -0.70

lowest unoccupied orbital energy = -0.0733 hartree
total charge = +1
frontier orbital gap = 10.17 eV
2S+1 = 1

***

[2]
Below is a molecular structure, C47H44CoN3O4P3S2, with properties calculated with the ωB97M-V functional and the def2-TZVPD basis.

Geometry (Å):
Co: 1.91 -22.81 7.98
C: 3.29 -19.93 10.57
C: 3.15 -20.77 9.52
N: 2.15 -21.50 9.40
C: 1.17 -21.52 10.32
C: 1.25 -20.79 11.47
C: 2.39 -19.99 11.60
C: 0.25 -20.79 12.39
C: -0.83 -21.68 12.12
C: -0.95 -22.47 11.02
C: 0.06 -22.34 9.97
N: 0.16 -22.98 8.75
C: -0.67 -23.94 8.24
C: -1.94 -24.27 8.60
C: -2.73 -25.24 7.85
C: -2.19 -25.71 6.59
C: -0.96 -25.43 6.19
C: -0.15 -26.11 5.13
C: 1.13 -25.72 4.85
C: 1.89 -24.89 5.60
N: 1.16 -24.30 6.87
C: -0.10 -24.56 7.06
H: 4.15 -19.33 10.70
H: 3.80 -20.94 8.64
H: 2.38 -19.33 12.47
H: 0.25 -20.26 13.36
H: -1.64 -21.77 12.85
H: -1.92 -23.13 10.88
H: -2.62 -24.06 9.45
H: -3.75 -25.40 8.33
H: -2.88 -26.51 6.11
H: -0.80 -26.80 4.71
H: 1.64 -26.14 4.03
H: 2.83 -24.46 5.59
C: 9.27 -21.36 9.93
C: 7.99 -21.31 9.16
O: 6.90 -21.39 10.10
P: 5.74 -22.52 9.91
S: 3.91 -23.66 7.79
S: 5.61 -22.54 7.80
O: 6.65 -23.86 10.15
C: 6.72 -24.62 11.34
C: 5.44 -24.75 12.13
H: 10.11 -21.38 9.22
H: 9.30 -22.28 10.46
H: 9.29 -20.54 10.64
H: 8.00 -22.11 8.43
H: 7.89 -20.39 8.61
H: 7.58 -24.20 11.87
H: 7.02 -25.69 11.07
H: 5.14 -23.79 12.60
H: 5.55 -25.51 12.91
H: 4.59 -25.05 11.44
O: -1.56 -20.27 6.78
P: -1.50 -20.37 5.28
C: 0.04 -21.18 4.74
P: 1.58 -20.47 5.47
O: 2.21 -21.37 6.47
C: 1.24 -18.78 6.11
C: 1.72 -17.64 5.48
C: 1.63 -16.42 6.16
C: 1.19 -16.41 7.44
C: 0.74 -17.56 8.12
C: 0.76 -18.77 7.46
C: 2.64 -20.31 4.03
C: 2.29 -19.60 2.89
C: 3.02 -19.78 1.70
C: 3.97 -20.77 1.62
C: 4.36 -21.48 2.76
C: 3.69 -21.19 3.96
C: -2.89 -21.40 4.63
C: -3.51 -21.15 3.44
C: -4.59 -21.94 3.01
C: -5.00 -23.02 3.77
C: -4.33 -23.27 4.98
C: -3.30 -22.47 5.44
C: -1.48 -18.74 4.55
C: -1.82 -17.69 5.32
C: -1.92 -16.45 4.78
C: -1.73 -16.22 3.45
C: -1.33 -17.28 2.66
C: -1.26 -18.57 3.16
H: -0.04 -21.17 3.62
H: 0.05 -22.22 5.09
H: 2.29 -17.77 4.58
H: 1.95 -15.49 5.70
H: 1.12 -15.45 7.94
H: 0.34 -17.48 9.13
H: 0.43 -19.68 7.98
H: 1.44 -18.91 2.88
H: 2.80 -19.17 0.83
H: 4.40 -20.94 0.61
H: 5.10 -22.27 2.65
H: 4.03 -21.68 4.84
H: -3.23 -20.35 2.79
H: -5.04 -21.69 2.04
H: -5.84 -23.62 3.43
H: -4.66 -24.04 5.58
H: -2.82 -22.72 6.34
H: -2.08 -17.87 6.32
H: -2.33 -15.68 5.48
H: -1.78 -15.15 3.15
H: -1.10 -17.09 1.64
H: -1.06 -19.45 2.60

lowest unoccupied orbital energy (alpha / beta) = 0.0760 / 0.0760 hartree
total charge = -1
relative energy (zero: lowest compared OMol25 entry of this formula, charge and spin) = 0.000 eV
frontier orbital gap (alpha / beta) = 3.96 / 5.32 eV
2S+1 = 3

***

[3]
Below is a single C5H11NO molecule, with properties calculated with the ωB97M-V functional and the def2-TZVPD basis.

Geometry (Å):
C: -0.30 -1.68 -0.18
N: 0.36 -0.50 -0.58
C: 1.80 -0.57 -0.56
C: -1.60 1.36 -0.40
C: -0.19 0.81 0.01
C: 0.03 0.86 1.54
O: 0.87 0.09 1.91
H: -0.03 -2.00 0.74
H: -1.40 -1.48 -0.12
H: -0.16 -2.46 -0.96
H: 2.17 0.36 -0.24
H: 2.17 -0.79 -1.59
H: 2.09 -1.28 0.22
H: -1.53 2.58 -0.54
H: -2.36 1.11 0.34
H: -1.70 0.69 -1.29
H: 0.53 1.61 -0.47
H: -0.75 1.29 2.17

lowest unoccupied orbital energy = 0.0302 hartree
relative energy (zero: lowest compared OMol25 entry of this formula, charge and spin) = 3.234 eV
frontier orbital gap = 9.08 eV
2S+1 = 1

***

[4]
Below is 3 unconnected molecules or ions with the total composition C16H38N4O3PS, with properties calculated with the ωB97M-V functional and the def2-TZVPD basis.

Geometry (Å):
C: 0.39 0.79 -2.58
P: 0.14 2.62 -2.17
O: -0.32 2.59 -0.50
N: -1.30 3.28 -3.00
N: -2.14 2.43 -3.62
C: -3.19 3.23 -4.14
S: -4.67 2.59 -5.06
C: -6.14 2.88 -3.95
O: -4.81 3.27 -6.39
O: -4.59 1.11 -5.29
N: -3.02 4.63 -3.85
C: -1.79 4.62 -3.12
N: -1.22 5.73 -2.60
H: -0.58 0.19 -2.54
H: 1.05 0.37 -1.75
H: 0.96 0.62 -3.55
H: -1.27 2.34 -0.53
H: -2.09 1.41 -3.71
H: -6.93 3.52 -4.46
H: -5.82 3.43 -3.00
H: -6.55 1.87 -3.59
H: -1.53 6.06 -1.67
H: -0.54 6.32 -3.08
C: -0.18 -4.97 -0.53
C: 0.01 -3.47 -0.73
C: 0.14 -2.70 0.58
C: -1.09 -2.77 1.49
C: -2.39 -2.26 0.86
C: -2.32 -0.79 0.47
H: -1.10 -5.19 0.02
H: -0.25 -5.48 -1.49
H: 0.66 -5.40 0.02
H: -0.82 -3.07 -1.33
H: 0.92 -3.31 -1.32
H: 0.37 -1.65 0.36
H: 1.00 -3.09 1.14
H: -0.89 -2.18 2.39
H: -1.24 -3.80 1.84
H: -3.20 -2.40 1.57
H: -2.64 -2.86 -0.02
H: -2.12 -0.17 1.34
H: -3.27 -0.47 0.03
H: -1.54 -0.61 -0.27
C: 2.46 1.30 2.37
C: 3.25 0.06 1.98
C: 2.97 -1.14 2.89
C: 3.34 -0.93 4.36
C: 4.80 -0.58 4.62
C: 5.77 -1.67 4.17
H: 2.70 1.64 3.38
H: 2.68 2.12 1.68
H: 1.38 1.10 2.32
H: 4.32 0.30 1.98
H: 3.00 -0.21 0.96
H: 3.49 -2.01 2.50
H: 1.90 -1.38 2.83
H: 3.09 -1.85 4.91
H: 2.70 -0.15 4.80
H: 4.94 -0.41 5.69
H: 5.06 0.36 4.12
H: 5.56 -2.61 4.69
H: 6.80 -1.38 4.39
H: 5.69 -1.86 3.09

lowest unoccupied orbital energy = -0.1819 hartree
total charge = +1
frontier orbital gap = 7.62 eV
2S+1 = 1